Entry 1:
A single C4H8O2 molecule at a distorted geometry, computed with wB97M-V/def2-TZVPD.

Values from the calculation:
Energy relative to the best compared isomer or geometry (same formula, charge and spin), kJ/mol: 300.5
Structure (SMILES): C[C@]1(O)C[C@H]1O
E_LUMO, eV: 0.868

```
! RIJCOSX wB97M-V def2-TZVPD def2/J DEFGRID3
* xyz 0 1
C 1.842 -0.249 -0.512
C 0.531 0.043 0.092
O 0.370 1.365 0.328
C -0.225 -1.003 0.903
C -0.770 -0.548 -0.434
O -1.849 0.353 -0.499
H 2.307 0.601 -1.308
H 2.673 -0.392 0.292
H 1.927 -1.221 -1.039
H 0.558 1.604 1.382
H 0.239 -1.936 1.182
H -0.805 -0.509 1.726
H -0.786 -1.339 -1.218
H -2.554 -0.011 0.055
*
```

Löwdin atomic charge list, values in e, 5 entries:
1 C -0.05
2 C -0.62
3 O -0.03
4 C -0.02
5 C -0.29

---

Entry 2:
A single C4H8O2 molecule, computed with wB97M-V/def2-TZVPD.

Values from the calculation:
Energy relative to the best compared isomer or geometry (same formula, charge and spin), kJ/mol: 101.1
Structure (SMILES): CCC(=O)CO
E_LUMO, eV: 0.660

```
! RIJCOSX wB97M-V def2-TZVPD def2/J DEFGRID3
* xyz 0 1
C 1.574 1.009 0.979
C 0.507 -0.039 0.653
C 0.017 0.041 -0.777
O 0.594 0.658 -1.647
C -1.278 -0.686 -1.137
O -1.811 -1.478 -0.097
H 2.577 0.577 1.007
H 1.384 1.475 1.950
H 1.578 1.788 0.213
H -0.362 0.022 1.317
H 0.878 -1.065 0.791
H -1.981 0.085 -1.479
H -1.064 -1.324 -2.003
H -2.614 -1.063 0.230
*
```

Löwdin atomic charge list, values in e, 5 entries:
1 C -0.09
2 C -0.17
3 C -0.38
4 O 0.08
5 C -0.18

---

Entry 3:
A single C4H8O2 molecule at a distorted geometry, computed with wB97M-V/def2-TZVPD.

Values from the calculation:
Energy relative to the best compared isomer or geometry (same formula, charge and spin), kJ/mol: 502.6
Structure (SMILES): C=C[C@@H](O)CO
E_LUMO, eV: 0.745

```
! RIJCOSX wB97M-V def2-TZVPD def2/J DEFGRID3
* xyz 0 1
C 2.357 -0.205 0.110
C 1.282 0.565 -0.239
C 0.044 0.441 0.438
O -0.861 1.591 -0.125
C -0.881 -0.568 -0.358
O -2.267 -0.314 -0.029
H 3.199 -0.280 -0.497
H 2.327 -1.109 0.863
H 1.305 0.785 -1.293
H -0.269 0.425 1.501
H -1.724 1.293 0.585
H -0.932 -0.155 -1.289
H -0.980 -1.685 -0.342
H -2.600 -0.784 0.676
*
```

Löwdin atomic charge list, values in e, 5 entries:
1 C 0.03
2 C -0.15
3 C -0.29
4 O -0.19
5 C -0.17

---

Entry 4:
A single C4H8O2 molecule at a distorted geometry, computed with wB97M-V/def2-TZVPD.

Values from the calculation:
Energy relative to the best compared isomer or geometry (same formula, charge and spin), kJ/mol: 354.8
Structure (SMILES): CO[C@@H]1CCO1
E_LUMO, eV: 1.031

```
! RIJCOSX wB97M-V def2-TZVPD def2/J DEFGRID3
* xyz 0 1
C -0.990 -1.313 -0.812
O -0.088 -0.209 -1.550
C 0.096 0.839 -0.684
C 1.277 0.717 0.303
C 0.179 0.368 1.312
O -0.852 0.614 0.356
H -1.876 -1.230 -1.423
H -1.366 -1.435 0.244
H -0.324 -2.129 -1.004
H -0.061 1.834 -1.128
H 1.969 -0.086 0.039
H 1.821 1.638 0.529
H 0.196 -0.669 1.686
H 0.018 1.062 2.132
*
```

Löwdin atomic charge list, values in e, 5 entries:
1 C 0.02
2 O -0.10
3 C -0.41
4 C -0.05
5 C -0.18

---

Entry 5:
A single C4H8O2 molecule at a distorted geometry, computed with wB97M-V/def2-TZVPD.

Values from the calculation:
Energy relative to the best compared isomer or geometry (same formula, charge and spin), kJ/mol: 210.0
Structure (SMILES): CCC(=O)CO
E_LUMO, eV: 0.817

```
! RIJCOSX wB97M-V def2-TZVPD def2/J DEFGRID3
* xyz 0 1
C -2.109 0.472 -0.298
C -0.825 -0.509 0.216
C 0.453 0.216 0.017
O 0.443 1.405 -0.236
C 1.790 -0.492 0.116
O 2.823 0.440 0.059
H -2.654 0.938 0.541
H -2.377 -0.469 -0.692
H -1.877 1.291 -1.005
H -0.713 -1.552 -0.218
H -1.001 -0.734 1.274
H 1.813 -1.062 1.058
H 1.858 -1.232 -0.701
H 2.375 1.287 -0.130
*
```

Löwdin atomic charge list, values in e, 5 entries:
1 C -0.03
2 C -0.13
3 C -0.41
4 O 0.08
5 C -0.21

---

Entry 6:
A 2-piece molecular cluster, C4H8O2 overall at a distorted geometry, computed with wB97M-V/def2-TZVPD.

Values from the calculation:
Energy relative to the best compared isomer or geometry (same formula, charge and spin), kJ/mol: 405.2
Structure (SMILES): O=CCC=O.C
E_LUMO, eV: -0.204

```
! RIJCOSX wB97M-V def2-TZVPD def2/J DEFGRID3
* xyz 0 1
O 0.446 -1.344 -0.294
C -0.701 -1.178 0.049
C -1.011 -0.543 1.355
C -1.158 0.749 0.672
O -0.236 1.545 0.537
H -1.569 -1.465 -0.560
H -0.143 -0.576 2.002
H -1.914 -0.939 1.811
H -2.142 0.941 0.232
C 1.690 0.480 -1.190
H 2.122 -0.511 -1.468
H 2.476 1.145 -0.856
H 1.171 0.772 -2.114
H 0.969 0.926 -0.175
*
```

Löwdin atomic charge list, values in e, 5 entries:
1 O 0.02
2 C -0.29
3 C -0.09
4 C -0.27
5 O 0.02

---

Calculated E_HOMO, -9.53, -9.56, -9.35, -9.63, -10.25, -9.22 eV (same order as the records).
Calculated DFT total energy, -307.59797, -307.67392, -307.52098, -307.57729, -307.63246, -307.55811 Ha (same order as the records).
Calculated Kohn-Sham gap, 10.402, 10.216, 10.092, 10.664, 11.066, 9.020 eV (same order as the records).